# 1
135
Properties=species:S:1:pos:R:3:forces:R:3:lowdin_charge:R:1 method="wB97M-V/def2-TZVPD" homo_ev=-9.2 multiplicity=1 lumo_ev=0.25 de_lowest_kcal_mol=44.79 e_tot_ha=-2549.37157
C -0.5562 7.6069 6.3252 -0.3 -1.3 0.5 -0.17
C 0.9288 7.8389 6.4643 0.3 1.7 0.7 -0.18
C 1.1404 8.6703 5.2400 1.3 0.3 -0.5 -0.26
O 0.4363 8.0108 4.2410 -0.2 0.2 -1.3 -0.14
C -0.7163 7.4325 4.8203 -0.1 -1.0 -0.4 -0.20
H -1.1142 8.4397 6.7533 0.0 0.0 -0.2 0.12
H -0.8394 6.6982 6.8565 -0.3 0.1 0.0 0.11
H 1.6081 6.9865 6.4765 -0.4 -0.2 0.0 0.12
H 1.1544 8.5026 7.2990 0.1 -0.4 0.5 0.11
H 2.1923 8.7168 4.9579 0.0 0.1 -0.2 0.12
H 0.7743 9.6941 5.3166 -0.1 0.2 0.4 0.12
H -0.6480 6.3922 4.5024 -0.2 -0.4 0.4 0.12
H -1.6481 7.7790 4.3731 0.0 0.6 0.2 0.12
C 0.6311 -1.4777 -1.2920 -0.3 1.5 -0.1 -0.15
C 0.8702 -0.2924 -0.3035 0.4 0.6 -0.4 -0.18
C -0.2134 -0.4559 0.7202 -0.3 -1.2 -1.2 -0.21
O -1.3228 -0.8729 -0.1086 -0.8 -0.8 0.0 -0.16
C -0.8785 -1.3412 -1.4154 0.3 0.1 1.1 -0.21
H 0.9442 -2.4673 -0.9592 0.0 0.2 0.2 0.11
H 0.9541 -1.3126 -2.3199 0.9 0.1 0.2 0.11
H 0.5644 0.6190 -0.8173 0.5 0.1 -0.4 0.11
H 1.8283 -0.0979 0.1784 0.3 -0.4 -0.4 0.11
H -0.5142 0.4413 1.2611 0.1 -0.1 0.0 0.12
H 0.1085 -1.2573 1.3852 -0.5 -0.1 0.5 0.11
H -1.2015 -0.5887 -2.1348 0.3 0.1 -0.1 0.11
H -1.2512 -2.3016 -1.7715 -0.8 -0.1 0.7 0.11
C 7.2394 -2.5498 -9.7869 1.0 -0.8 0.3 -0.15
C 5.9437 -1.7927 -9.4851 0.6 1.0 -1.3 -0.18
C 5.7564 -1.8176 -7.9991 -0.5 -0.1 -0.5 -0.23
O 7.0298 -2.1365 -7.4701 0.4 -0.1 0.7 -0.13
C 7.8366 -2.8992 -8.3931 -1.2 0.7 -0.5 -0.17
H 7.9406 -1.9197 -10.3340 -0.1 0.0 0.0 0.10
H 7.2101 -3.4930 -10.3324 -0.7 0.1 -0.3 0.10
H 5.0863 -1.9852 -10.1301 0.0 -0.5 0.3 0.11
H 6.1628 -0.7418 -9.6742 0.1 0.1 -0.4 0.10
H 4.9154 -2.4555 -7.7271 0.4 -0.7 0.5 0.11
H 5.4289 -0.8119 -7.7357 0.4 0.0 0.7 0.12
H 7.7732 -3.9658 -8.1776 -0.3 -0.1 0.1 0.11
H 8.8945 -2.6438 -8.3318 -0.2 0.4 0.4 0.11
C 8.1458 -0.3398 2.4383 1.1 0.2 -0.5 -0.14
O 9.2198 -0.9600 1.6863 -0.7 0.2 0.1 -0.14
H 7.3472 0.0809 1.8273 -0.1 -0.4 -0.2 0.07
H 7.7656 -1.0434 3.1789 -0.1 0.2 0.0 0.07
H 8.6173 0.5353 2.8855 -0.2 -0.1 0.5 0.07
H 8.9251 -1.1680 0.7967 -0.1 0.0 0.0 0.06
C -0.3101 -9.6166 -2.9822 0.0 0.5 -0.9 -0.19
O -1.1208 -10.5428 -2.3367 -1.0 -0.3 1.1 -0.11
H -0.4082 -9.7635 -4.0578 0.9 -0.2 -0.2 0.08
H -0.6728 -8.5915 -2.9068 -0.4 0.0 0.7 0.07
H 0.6929 -9.6180 -2.5556 0.3 -0.2 -0.5 0.08
H -1.1889 -11.3738 -2.8124 0.2 0.2 -0.1 0.08
C 0.0786 -0.5446 7.6576 -0.7 -0.1 -1.2 -0.16
O -1.3357 -0.3509 7.6675 -0.2 0.1 0.8 -0.14
H 0.3942 -1.0624 8.5634 -0.1 0.2 -0.1 0.08
H 0.2582 -1.1613 6.7770 0.7 -0.3 0.2 0.07
H 0.5984 0.4005 7.5001 0.2 0.1 0.4 0.07
H -1.6350 -0.1167 6.7860 0.2 0.0 0.0 0.07
C -4.0126 -3.6813 -7.5055 -0.6 -1.3 -0.3 -0.16
O -4.7056 -3.8029 -6.2568 0.3 0.8 -0.2 -0.13
H -3.3761 -4.5553 -7.6436 0.6 0.2 0.1 0.07
H -4.7079 -3.7697 -8.3403 -0.3 0.3 -0.1 0.07
H -3.4530 -2.7553 -7.6377 -0.1 -0.1 0.6 0.08
H -4.8543 -4.7287 -6.0510 0.1 0.0 -0.2 0.07
C -3.7839 -5.4983 2.2798 1.5 0.9 -1.2 -0.17
O -4.6139 -4.3888 2.0712 -2.4 0.1 0.4 -0.13
H -4.1688 -6.3614 2.8231 -0.6 0.8 0.5 0.08
H -3.5377 -5.9176 1.3043 0.5 -0.2 -0.1 0.07
H -2.9109 -5.0171 2.7208 0.6 -1.2 0.4 0.08
H -4.1824 -3.6291 1.6732 0.5 -0.4 0.0 0.08
C -7.6572 0.6443 -4.0468 -0.1 -0.2 -0.2 -0.18
O -6.9854 0.1643 -2.9086 0.4 -0.2 0.3 -0.12
H -8.1256 -0.1674 -4.6034 -0.5 0.0 0.2 0.07
H -8.3819 1.3572 -3.6534 -0.1 0.0 -0.5 0.08
H -6.9988 1.0989 -4.7869 0.2 0.5 0.2 0.07
H -6.4934 -0.6265 -3.1416 0.1 0.0 0.0 0.07
C 4.6461 5.3024 1.3275 0.9 -1.7 -2.5 -0.20
O 3.5588 4.7564 1.9880 -1.3 0.8 1.2 -0.11
H 5.5859 4.9799 1.7757 0.1 1.0 0.5 0.08
H 4.6612 4.7205 0.4060 0.4 -0.1 -0.6 0.07
H 4.5424 6.3035 0.9092 0.2 0.4 1.0 0.09
H 2.9992 5.5087 2.1941 -0.4 -0.3 0.4 0.07
C 7.0262 -5.1434 -2.0392 0.9 0.0 0.2 -0.15
O 7.2239 -3.7423 -2.3479 -0.6 -1.0 0.5 -0.12
H 6.1946 -5.4306 -1.3958 -0.7 0.9 -0.3 0.07
H 6.9917 -5.7658 -2.9333 0.0 0.1 0.0 0.07
H 7.8519 -5.4838 -1.4144 0.5 0.1 -0.3 0.07
H 7.1642 -3.6334 -3.2998 -0.1 0.0 0.0 0.06
C -0.7085 3.4139 -9.9191 0.3 1.9 -0.3 -0.10
O -0.3919 3.9285 -8.6109 -0.1 0.6 0.0 -0.19
C -0.0320 5.3415 -8.5413 -0.6 -0.3 -0.3 -0.19
C 0.0275 5.9132 -7.1344 -0.1 -0.9 1.5 -0.17
O -1.2059 6.2313 -6.4226 1.4 0.9 -1.2 -0.17
C -1.9364 5.2810 -5.7274 -0.9 -0.8 0.6 -0.14
H -1.2116 4.1949 -10.4893 -0.5 0.2 0.0 0.07
H -1.3705 2.5483 -9.9412 0.4 0.0 0.7 0.08
H 0.1820 3.2717 -10.5314 0.4 -0.6 0.3 0.08
H -0.6863 6.0013 -9.1111 -0.8 -0.4 -0.2 0.12
H 0.9249 5.5607 -9.0150 0.5 -0.5 0.1 0.12
H 0.6625 6.7991 -7.1335 -0.7 0.6 -0.4 0.12
H 0.6664 5.3043 -6.4946 -0.3 -0.8 0.1 0.12
H -1.4372 4.7266 -4.9327 0.9 -0.3 -0.4 0.08
H -2.4912 4.6035 -6.3765 0.3 -0.3 -0.2 0.08
H -2.6976 5.7657 -5.1162 -0.1 0.7 -0.4 0.08
C 1.6411 -7.1849 4.9193 0.9 -1.0 -0.7 -0.07
O 2.8655 -7.8358 5.3876 0.1 1.5 -0.4 -0.17
C 2.8799 -8.4529 6.6392 -2.6 -1.0 0.8 -0.22
C 2.5013 -7.5563 7.8554 2.9 0.0 -1.2 -0.24
O 1.4103 -6.7372 7.6386 -2.1 -1.3 1.2 -0.19
C 0.1394 -7.4208 7.9537 0.5 1.3 -0.7 -0.06
H 0.7389 -7.7536 5.1444 0.1 -0.1 0.4 0.08
H 1.7577 -7.2442 3.8372 0.0 0.1 -0.1 0.08
H 1.4915 -6.1314 5.1555 0.4 -0.2 0.6 0.08
H 3.7466 -9.0820 6.8421 0.8 0.9 -0.3 0.12
H 2.1528 -9.2592 6.5433 -0.8 -0.3 0.3 0.10
H 3.3686 -6.9018 7.9418 0.0 0.5 0.0 0.12
H 2.5723 -8.0984 8.7983 -0.8 -0.4 0.1 0.12
H -0.0193 -8.3418 7.3926 0.2 0.1 -0.3 0.08
H -0.5910 -6.6615 7.6743 -0.2 -0.3 -0.1 0.09
H -0.0376 -7.6618 9.0019 0.6 0.2 0.3 0.08
C -6.9484 4.2737 3.8214 0.2 0.4 0.0 -0.10
O -7.2715 5.4580 4.5832 -0.2 -0.7 0.3 -0.19
C -8.0986 5.1721 5.7345 -0.5 -1.2 -0.3 -0.20
C -9.1219 6.2460 6.0538 1.2 2.3 -1.1 -0.17
O -8.5559 7.3973 6.7195 0.2 -0.6 1.0 -0.20
C -7.7170 8.2216 5.9357 0.3 -0.2 0.3 -0.12
H -6.3914 3.5205 4.3787 0.0 0.1 0.4 0.08
H -6.3215 4.5357 2.9691 0.1 0.5 0.2 0.08
H -7.7982 3.7611 3.3705 -0.6 0.2 0.3 0.08
H -7.5639 4.8913 6.6420 0.8 0.5 0.0 0.13
H -8.6006 4.2273 5.5265 -0.6 0.0 -0.2 0.11
H -10.0201 5.9677 6.6052 0.4 -0.4 0.2 0.13
H -9.4306 6.7412 5.1332 -0.6 -0.8 -0.7 0.11
H -8.2050 8.4583 4.9902 0.0 0.3 -0.1 0.09
H -6.7266 7.8210 5.7194 -0.1 -0.7 -0.2 0.08
H -7.4582 9.0934 6.5366 -0.6 0.3 -0.1 0.09


# 2
29
Properties=species:S:1:pos:R:3:forces:R:3:lowdin_charge:R:1 method="wB97M-V/def2-TZVPD" homo_ev=-4.8 multiplicity=1 lumo_ev=0.48 de_lowest_kcal_mol=0.00 total_charge=-1 e_tot_ha=-1277.27891
N -1.8881 -5.5045 0.5462 0.6 2.3 0.1 0.15
C -1.5824 -4.3767 0.6028 0.0 -2.3 -0.2 -0.17
C -1.2044 -2.9950 0.6639 0.9 0.7 -0.3 -0.15
C 0.0984 -2.4940 0.5914 -1.3 -0.7 0.1 0.10
C 0.3322 -1.0982 0.7227 -1.8 0.6 0.4 -0.14
N 1.6891 -0.6854 0.8659 2.9 1.1 0.1 -0.31
O 2.5861 -1.5534 0.7081 -1.5 1.4 0.2 0.03
O 1.9484 0.5091 1.1349 -0.9 -2.5 -0.3 0.07
C -0.7029 -0.1595 0.8871 1.8 -0.3 0.9 0.09
C -1.9806 -0.6798 0.9811 -2.8 -0.2 0.6 -0.07
N -3.1804 -0.0886 1.4350 1.6 -1.3 -0.5 -0.15
O -3.4774 1.0503 1.7219 -0.1 -1.0 -0.2 0.09
O -4.1110 -1.1651 1.5870 0.9 0.6 -0.4 0.03
N -3.5247 -2.3960 1.2427 1.5 1.9 -0.4 0.14
C -2.2638 -2.0549 0.8816 -1.5 -1.0 0.9 -0.19
H 0.9586 -3.1629 0.5115 -0.4 0.3 -0.1 0.14
H -0.5318 0.8924 1.0790 0.3 -0.4 0.2 0.12
C 0.1540 1.7571 -0.7742 0.0 0.5 -1.5 -0.03
C 0.5271 3.1446 -0.7417 -0.6 -0.7 0.4 -0.49
O -0.1924 4.0856 -0.3840 0.6 -0.3 -0.2 -0.02
N 1.8425 3.4010 -1.1640 1.1 0.2 -0.4 0.18
C 2.7796 2.4983 -1.6762 -1.2 -0.1 0.5 -0.50
O 3.9132 2.8088 -2.0009 -0.4 -0.1 0.0 0.04
N 2.2631 1.2153 -1.7771 0.8 0.3 -0.4 0.18
C 0.9406 0.8305 -1.5368 -1.4 0.7 0.2 -0.52
O 0.5361 -0.2583 -1.9807 0.6 0.0 0.4 -0.01
H -0.9181 1.5675 -0.6878 0.5 0.2 -0.5 0.10
H 2.1445 4.3678 -1.1796 -0.1 -0.2 0.1 0.15
H 2.8445 0.5438 -2.2600 -0.1 0.1 0.1 0.16


# 3
12
Properties=species:S:1:pos:R:3:forces:R:3:lowdin_spin:R:1 method="wB97M-V/def2-TZVPD" homo_ev="-2.2 / -1.4" multiplicity=5 lumo_ev="2.90 / 2.86" de_lowest_kcal_mol=0.00 total_charge=-1 e_tot_ha=-1361.57316 s2=6.061
C -1.6276 -0.4376 0.2758 0.0 -0.3 -0.5 0.61
C -0.2017 -0.0614 0.3041 1.2 -0.1 1.5 0.09
O 0.4232 -0.4939 -0.8886 -0.7 -0.3 0.0 0.02
C 1.7378 -0.1935 -1.1094 0.5 -0.4 -1.5 0.01
O 2.1692 -0.4886 -2.2213 -0.3 0.1 0.8 0.01
O 2.3736 0.3601 -0.1653 0.1 0.0 -0.2 0.04
O -2.4712 0.5747 0.6076 -0.5 0.5 0.1 0.20
V 2.6930 1.0519 1.5839 0.3 0.4 0.9 2.94
H -1.9920 -1.1914 -0.4275 0.2 0.2 0.2 0.04
H 0.3202 -0.5026 1.2272 -0.5 0.3 -1.1 0.03
H -3.3768 0.3565 0.3686 0.1 -0.1 0.1 0.00
H -0.0477 1.0258 0.4448 -0.4 -0.3 -0.1 0.01


# 4
24
Properties=species:S:1:pos:R:3:forces:R:3:lowdin_charge:R:1 method="wB97M-V/def2-TZVPD" homo_ev=-11.6 multiplicity=1 lumo_ev=0.75 de_lowest_kcal_mol=41.70 smiles=CC#N.CC#N.CC#N.CC#N e_tot_ha=-531.01828
C 2.0140 -2.6411 1.5882 -0.6 -0.6 1.2 -0.06
C 1.3991 -1.4562 2.1916 0.3 -1.2 -0.4 -0.27
N 0.8225 -0.6471 2.7530 -0.2 0.9 0.3 0.14
H 2.7264 -2.4101 0.8441 0.8 0.4 -0.7 0.06
H 1.2494 -3.2765 1.1550 -0.3 0.1 -0.2 0.05
H 2.4658 -3.2466 2.3904 0.1 0.4 -0.3 0.09
C -1.9746 -0.7695 1.2749 0.2 -1.0 -1.2 -0.07
C -1.5255 -2.1723 0.9990 -1.0 2.5 0.5 -0.28
N -1.2401 -3.2426 0.7472 0.5 -1.5 -0.3 0.13
H -3.0269 -0.7801 1.5591 0.1 0.0 0.0 0.08
H -1.8085 -0.2019 0.3394 -0.2 -0.2 0.5 0.05
H -1.3569 -0.3403 2.0405 0.2 0.1 0.4 0.03
C -2.2316 1.8051 -2.4124 -0.9 -0.9 -1.0 -0.08
C -1.2074 2.7167 -2.0397 0.5 0.9 0.5 -0.30
N -0.4278 3.4906 -1.7085 0.1 0.0 -0.1 0.15
H -2.0917 0.8326 -1.9898 0.7 -0.7 0.2 0.05
H -2.2853 1.6873 -3.5024 0.0 0.1 0.3 0.10
H -3.2049 2.0662 -2.0342 -0.4 0.7 0.0 0.08
C 2.3253 1.7720 -0.6126 -0.3 -1.9 -1.2 -0.05
C 1.1795 0.8671 -0.8241 -0.5 -0.5 0.1 -0.25
N 0.3533 0.0829 -1.0273 0.7 0.8 0.2 0.15
H 2.0461 2.7608 -0.4432 -0.7 1.7 -0.1 0.05
H 2.9226 1.6538 -1.5239 0.1 0.4 0.3 0.10
H 2.8772 1.4493 0.2359 0.6 -0.5 0.7 0.07


Q: The highest multiplicity belongs to which entry?
A: C3H4O4V